No. 1
{"formula": "C24H16F2N4O2S2", "method": "ωB97M-V/def2-TZVPD", "species": ["C", "C", "F", "C", "N", "N", "C", "C", "C", "C", "C", "C", "O", "C", "C", "C", "S", "C", "C", "C", "C", "C", "C", "C", "N", "C", "C", "F", "C", "C", "O", "N", "C", "S", "H", "H", "H", "H", "H", "H", "H", "H", "H", "H", "H", "H", "H", "H", "H", "H"], "positions_angstrom": [[-1.91648, 9.39613, 4.10634], [-1.20012, 8.36364, 4.93810], [0.01395, 8.81534, 5.35226], [-1.01083, 7.05132, 4.20743], [-1.66740, 5.94147, 4.53209], [-1.19459, 4.93961, 3.72927], [-1.42211, 3.57888, 3.70635], [-0.69826, 3.15838, 2.63673], [-0.78968, 1.83648, 2.19794], [-0.35551, 1.40190, 0.96556], [-0.86307, 0.05590, 0.78730], [-0.76292, -0.90799, -0.23924], [-0.01135, -0.55366, -1.35886], [0.01978, -1.42140, -2.52569], [1.05491, -2.51718, -2.45093], [2.08523, -2.59785, -1.50598], [3.13879, -3.91854, -1.86746], [2.10778, -4.32500, -3.19243], [2.29754, -5.48460, -4.05573], [3.29868, -6.45627, -3.79196], [3.36397, -7.63319, -4.59068], [2.54596, -7.78858, -5.69580], [1.61575, -6.80674, -6.03286], [1.48997, -5.66592, -5.23573], [1.07754, -3.51567, -3.38653], [-1.48399, -2.11349, -0.04014], [-2.15265, -2.36361, 1.16275], [-2.82489, -3.50601, 1.34927], [-2.13770, -1.44185, 2.18616], [-1.51691, -0.22413, 1.97698], [-1.49343, 0.83015, 2.85540], [0.01834, 4.21210, 2.00963], [-0.28654, 5.22325, 2.76837], [0.19212, 6.90336, 2.88728], [-2.90569, 9.03493, 3.93605], [-1.42121, 9.51730, 3.12017], [-1.96720, 10.36320, 4.61661], [-1.80217, 8.15773, 5.81909], [-2.15240, 2.99859, 4.31125], [0.20569, 1.94562, 0.21942], [0.23417, -0.83515, -3.41590], [-0.96348, -1.84023, -2.66547], [2.18030, -1.95644, -0.64450], [3.99269, -6.35768, -2.95690], [4.03533, -8.43768, -4.34096], [2.57536, -8.69517, -6.28124], [0.92465, -6.90427, -6.88437], [0.77042, -4.92098, -5.55399], [-1.56721, -2.87509, -0.78852], [-2.67112, -1.66092, 3.12409]], "forces_ev_per_a": [[0.976, 0.400, -0.688], [-1.141, -0.623, -0.272], [0.964, 0.340, 0.142], [-0.458, -1.742, 0.200], [1.782, 1.887, -0.671], [-0.648, 0.132, 1.131], [-1.048, 0.094, 0.417], [-0.051, 1.614, 1.047], [1.085, -2.434, -3.521], [-0.405, -0.314, 0.475], [0.973, 0.660, -0.078], [-0.652, -0.608, -0.057], [-0.306, -0.612, 0.081], [-0.103, -0.214, 0.964], [1.672, -0.432, 1.514], [-1.254, 0.215, -1.054], [-0.953, 0.457, -0.014], [-1.028, 0.684, -0.529], [0.625, -1.382, -1.490], [-0.931, -0.592, -0.810], [-0.149, 1.183, 0.423], [-0.470, 0.058, 0.000], [-0.237, 0.713, 0.453], [0.696, -0.311, 0.627], [0.737, -0.077, 0.467], [0.527, 0.521, -0.385], [0.735, 1.425, 0.054], [0.057, -0.173, -0.259], [-1.032, -0.320, 1.490], [-0.282, -0.614, -0.270], [0.312, 0.476, -0.551], [-0.247, -1.232, 0.736], [0.153, 0.548, -0.545], [-0.895, -0.371, 0.599], [-0.822, -0.164, -0.201], [-0.249, 0.068, 0.562], [0.081, -0.229, -0.035], [-0.007, -0.202, 0.217], [0.808, 0.963, -0.449], [-0.094, 0.196, 0.303], [0.028, 0.491, 0.245], [-0.403, -0.305, -0.129], [0.285, -0.019, -0.051], [-0.295, 0.040, -0.095], [0.287, 0.055, 0.135], [0.170, -0.110, -0.025], [0.584, -0.090, 0.380], [0.061, 0.082, 0.434], [0.243, -0.247, -0.393], [0.321, 0.113, -0.524]], "e_tot_ev": -62306.8897, "smiles": "C[C@H](F)c1nn2cc(-c3cc4c(OCc5csc(-c6ccccc6)n5)cc(F)cc4o3)nc2s1", "orbital_gap_ha": 0.283, "de_lowest_kj_mol": 0.0, "e_lumo_ev": 0.10}

***

No. 2
{"formula": "C24H16F4N2O2", "method": "ωB97M-V/def2-TZVPD", "species": ["F", "C", "C", "C", "F", "C", "C", "C", "C", "C", "C", "C", "C", "F", "C", "C", "F", "C", "C", "H", "H", "H", "H", "H", "H", "H", "H", "H", "C", "C", "C", "N", "C", "C", "C", "C", "N", "O", "O", "C", "C", "H", "H", "H", "H", "H", "H", "H"], "positions_angstrom": [[-3.33764, -5.15749, 1.14292], [-2.07042, -5.08151, 1.68231], [-1.25197, -6.20456, 1.56048], [0.02602, -6.08272, 2.10344], [0.88087, -7.15944, 1.98500], [0.48527, -4.93761, 2.73772], [-0.36091, -3.78638, 2.84436], [0.12582, -2.58905, 3.47661], [-0.54500, -1.35895, 3.51028], [-0.17322, -0.27030, 4.31575], [-1.05648, 0.84963, 4.53459], [-1.09454, 1.56863, 5.76696], [-2.03832, 2.57272, 5.94928], [-2.07407, 3.24447, 7.15394], [-2.96261, 2.95003, 4.97205], [-2.91749, 2.22695, 3.78116], [-3.81663, 2.55514, 2.78859], [-2.00985, 1.20332, 3.54222], [-1.67649, -3.89887, 2.30185], [-1.58443, -7.11294, 1.07117], [1.49654, -4.88921, 3.13102], [1.06352, -2.67192, 4.02690], [-1.45689, -1.26297, 2.92073], [0.70849, -0.35813, 4.94560], [-0.43574, 1.27462, 6.58425], [-3.66266, 3.76175, 5.12406], [-2.04308, 0.65298, 2.60127], [-2.36498, -3.05654, 2.36182], [3.00986, 0.05711, 2.62724], [2.26603, 1.33829, 2.69339], [1.39068, 1.58045, 1.60950], [0.79521, 1.71654, 0.60275], [2.70697, 2.44650, 3.46508], [3.72195, 2.33922, 4.48158], [4.07223, 3.40310, 5.28289], [3.48938, 4.67009, 5.06511], [3.76657, 5.75310, 5.94089], [3.21500, 6.85796, 5.72777], [4.54415, 5.57560, 6.90522], [2.57545, 4.84825, 4.00883], [2.20469, 3.76848, 3.21972], [3.74732, -0.04102, 3.42139], [2.34534, -0.81555, 2.62700], [3.54661, 0.04951, 1.66087], [4.26144, 1.40153, 4.61287], [4.78239, 3.30423, 6.09918], [2.16242, 5.84521, 3.84491], [1.56228, 3.95780, 2.35453]], "forces_ev_per_a": [[1.286, 0.132, 0.619], [-0.586, 0.118, -0.223], [0.235, 0.540, 0.299], [0.449, -0.531, -0.087], [-0.872, 1.111, 0.177], [-0.469, 0.745, 0.046], [-0.511, -1.668, -0.964], [-0.343, 1.617, 0.359], [0.613, -1.051, -0.201], [0.350, 0.105, -0.103], [-1.063, 0.914, 0.137], [0.117, -0.289, -0.355], [0.041, 0.336, 0.471], [0.089, -0.755, -1.238], [0.476, -0.452, -0.075], [-0.292, 0.140, -0.547], [0.922, -0.357, 1.039], [-0.008, -0.083, 0.154], [0.504, -0.005, 0.048], [0.039, 0.152, 0.069], [-0.132, -0.158, -0.090], [-0.154, -0.006, -0.062], [0.205, -0.060, 0.225], [-0.142, -0.038, 0.038], [-0.132, 0.264, -0.195], [0.047, -0.120, 0.019], [-0.023, 0.438, 0.183], [0.064, -0.392, -0.083], [0.324, -0.303, -0.539], [-0.426, -0.003, 0.338], [-0.971, 0.114, -2.220], [0.870, -0.238, 2.192], [0.477, 1.142, 0.604], [-0.376, -0.205, -0.399], [-0.213, 0.767, 0.015], [-0.668, -1.421, -0.914], [0.596, 2.406, 1.812], [0.846, -1.973, 0.169], [-1.214, -0.008, -1.668], [0.180, -0.113, 0.250], [0.172, -0.042, 0.172], [-0.145, -0.086, -0.051], [0.045, 0.007, -0.002], [-0.037, -0.264, 0.313], [-0.323, 0.237, 0.129], [-0.052, -0.062, -0.252], [0.161, -0.387, -0.036], [0.045, -0.223, 0.428]], "e_tot_ev": -43086.1524, "orbital_gap_ha": 0.127, "e_lumo_ev": -3.45}